1.
Density functional theory data (ωB97M-V/def2-TZVPD) for a 25-piece molecular cluster, H50O25 overall in a non-equilibrium geometry.

Structure (XYZ):
```
75
Properties=species:S:1:pos:R:3
O 29.91 26.94 -1.19
H 30.09 26.05 -1.52
H 30.02 26.87 -0.24
O 30.36 19.59 1.52
H 30.72 18.92 2.10
H 29.52 19.83 1.92
O 23.47 23.61 3.05
H 23.08 24.47 3.19
H 23.06 23.05 3.70
O 28.82 25.75 1.69
H 29.62 26.27 1.58
H 28.99 24.95 1.20
O 31.17 27.29 1.50
H 31.85 26.98 0.90
H 31.62 27.88 2.09
O 26.05 28.05 0.40
H 25.76 28.43 1.24
H 26.88 27.63 0.60
O 25.87 21.80 3.79
H 24.95 22.05 3.84
H 25.97 21.14 4.47
O 23.57 19.62 3.02
H 24.00 19.93 3.83
H 24.29 19.56 2.39
O 30.49 24.20 -1.03
H 29.96 23.41 -0.94
H 31.26 23.93 -1.52
O 25.86 19.26 1.04
H 26.72 18.93 0.78
H 25.60 19.83 0.32
O 28.15 25.19 -3.32
H 28.14 24.51 -2.63
H 27.93 26.00 -2.86
O 26.14 19.44 5.17
H 26.12 18.61 4.71
H 27.05 19.55 5.43
O 30.66 27.09 4.80
H 31.50 26.65 4.93
H 30.22 26.56 4.13
O 26.55 23.40 -0.84
H 26.91 23.76 -0.03
H 25.88 22.78 -0.55
O 26.88 29.00 5.33
H 26.69 28.40 4.62
H 26.12 28.94 5.91
O 26.82 24.42 5.20
H 26.49 24.01 4.40
H 27.36 23.74 5.61
O 25.90 24.91 7.53
H 26.00 24.80 6.59
H 26.75 24.65 7.89
O 28.23 20.10 3.02
H 27.28 20.09 2.94
H 28.45 21.02 3.13
O 24.18 23.73 -2.59
H 24.94 23.65 -2.01
H 24.52 23.50 -3.45
O 29.47 21.84 -1.67
H 29.86 21.61 -2.51
H 28.80 21.18 -1.52
O 27.24 23.31 1.74
H 27.47 24.14 2.16
H 26.69 22.86 2.38
O 23.03 21.45 5.35
H 22.15 21.67 5.67
H 23.51 21.17 6.12
O 28.60 19.03 -0.48
H 28.64 18.10 -0.26
H 29.34 19.42 -0.01
O 24.91 21.28 -0.65
H 24.03 21.44 -0.31
H 24.77 21.05 -1.57
O 27.35 26.87 3.66
H 27.34 26.14 4.28
H 27.92 26.58 2.95
```

**Net charge**: 0
**Orbital gap**: 9.71 eV
**HOMO**: -10.29 eV
**Molar mass**: 450.38 g/mol
**ΔE to the lowest compared entry with this formula, charge and spin**: 85.5 kcal per mole
**Multiplicity**: 1
**DFT total energy**: -1911.00332 Eh

2.
Density functional theory data (ωB97M-V/def2-TZVPD) for a 26-piece molecular cluster, H52O26 overall in a non-equilibrium geometry.

Structure (XYZ):
```
78
Properties=species:S:1:pos:R:3
O -11.66 24.21 12.74
H -11.30 24.83 12.11
H -12.29 23.69 12.23
O -8.13 16.83 12.16
H -7.77 16.65 13.03
H -8.70 16.08 11.98
O -5.68 20.95 17.41
H -5.61 21.73 16.85
H -5.77 21.30 18.29
O -8.75 22.89 11.34
H -9.37 22.47 10.74
H -8.90 23.83 11.24
O -12.49 21.26 11.34
H -11.67 20.78 11.17
H -13.04 20.62 11.79
O -9.88 17.73 15.73
H -9.19 18.30 15.40
H -10.19 17.25 14.96
O -8.90 24.02 16.49
H -9.62 23.80 15.89
H -9.30 23.97 17.36
O -7.30 19.49 8.32
H -7.24 19.17 7.42
H -7.82 20.29 8.26
O -10.62 22.96 14.78
H -11.06 23.25 13.98
H -10.44 22.03 14.63
O -4.88 16.62 10.76
H -4.66 16.57 11.69
H -4.72 17.53 10.52
O -7.49 25.90 11.62
H -6.58 25.97 11.91
H -7.96 25.57 12.39
O -7.43 19.23 11.34
H -7.13 19.31 10.43
H -7.60 18.29 11.45
O -5.96 22.91 10.25
H -6.75 22.77 10.77
H -6.20 23.56 9.60
O -8.44 25.05 13.95
H -9.37 25.19 13.75
H -8.45 24.44 14.69
O -4.06 24.69 16.14
H -3.61 24.29 16.88
H -4.84 24.15 16.01
O -10.43 25.77 11.09
H -10.76 25.90 10.20
H -10.56 26.62 11.51
O -4.78 18.81 9.06
H -5.57 19.32 8.85
H -4.93 17.96 8.65
O -7.37 21.32 13.31
H -7.87 22.00 12.87
H -7.38 20.58 12.69
O -6.22 22.99 15.47
H -7.06 23.29 15.82
H -6.46 22.43 14.72
O -9.92 18.14 8.73
H -8.97 18.07 8.78
H -10.23 17.23 8.76
O -8.71 19.68 18.72
H -8.43 19.55 17.81
H -8.13 19.13 19.24
O -3.34 23.16 9.95
H -3.05 23.55 10.78
H -4.23 22.85 10.13
O -7.87 24.64 9.07
H -8.59 24.02 9.17
H -7.83 25.10 9.91
O -10.01 20.25 13.79
H -10.19 19.88 12.93
H -9.06 20.20 13.88
O -10.08 19.76 11.00
H -9.15 19.86 11.18
H -10.12 19.15 10.27
O -7.71 19.29 15.17
H -7.02 19.20 15.82
H -7.45 20.04 14.64
```

**Net charge**: 0
**Orbital gap**: 9.48 eV
**HOMO**: -10.23 eV
**Molar mass**: 468.39 g/mol
**ΔE to the lowest compared entry with this formula, charge and spin**: 52.2 kcal per mole
**Multiplicity**: 1
**DFT total energy**: -1987.47885 Eh

ΔE to the lowest compared entry with this formula, charge and spin of number 1 (H50O25)?
85.5 kcal per mole

What is the formula in the second record?
H52O26

What is the multiplicity in the first record?
1

What did the second record say?
Density functional theory data (ωB97M-V/def2-TZVPD) for a 26-piece molecular cluster, H52O26 overall in a non-equilibrium geometry.

Structure (XYZ):
```
78
Properties=species:S:1:pos:R:3
O -11.66 24.21 12.74
H -11.30 24.83 12.11
H -12.29 23.69 12.23
O -8.13 16.83 12.16
H -7.77 16.65 13.03
H -8.70 16.08 11.98
O -5.68 20.95 17.41
H -5.61 21.73 16.85
H -5.77 21.30 18.29
O -8.75 22.89 11.34
H -9.37 22.47 10.74
H -8.90 23.83 11.24
O -12.49 21.26 11.34
H -11.67 20.78 11.17
H -13.04 20.62 11.79
O -9.88 17.73 15.73
H -9.19 18.30 15.40
H -10.19 17.25 14.96
O -8.90 24.02 16.49
H -9.62 23.80 15.89
H -9.30 23.97 17.36
O -7.30 19.49 8.32
H -7.24 19.17 7.42
H -7.82 20.29 8.26
O -10.62 22.96 14.78
H -11.06 23.25 13.98
H -10.44 22.03 14.63
O -4.88 16.62 10.76
H -4.66 16.57 11.69
H -4.72 17.53 10.52
O -7.49 25.90 11.62
H -6.58 25.97 11.91
H -7.96 25.57 12.39
O -7.43 19.23 11.34
H -7.13 19.31 10.43
H -7.60 18.29 11.45
O -5.96 22.91 10.25
H -6.75 22.77 10.77
H -6.20 23.56 9.60
O -8.44 25.05 13.95
H -9.37 25.19 13.75
H -8.45 24.44 14.69
O -4.06 24.69 16.14
H -3.61 24.29 16.88
H -4.84 24.15 16.01
O -10.43 25.77 11.09
H -10.76 25.90 10.20
H -10.56 26.62 11.51
O -4.78 18.81 9.06
H -5.57 19.32 8.85
H -4.93 17.96 8.65
O -7.37 21.32 13.31
H -7.87 22.00 12.87
H -7.38 20.58 12.69
O -6.22 22.99 15.47
H -7.06 23.29 15.82
H -6.46 22.43 14.72
O -9.92 18.14 8.73
H -8.97 18.07 8.78
H -10.23 17.23 8.76
O -8.71 19.68 18.72
H -8.43 19.55 17.81
H -8.13 19.13 19.24
O -3.34 23.16 9.95
H -3.05 23.55 10.78
H -4.23 22.85 10.13
O -7.87 24.64 9.07
H -8.59 24.02 9.17
H -7.83 25.10 9.91
O -10.01 20.25 13.79
H -10.19 19.88 12.93
H -9.06 20.20 13.88
O -10.08 19.76 11.00
H -9.15 19.86 11.18
H -10.12 19.15 10.27
O -7.71 19.29 15.17
H -7.02 19.20 15.82
H -7.45 20.04 14.64
```

**Net charge**: 0
**Orbital gap**: 9.48 eV
**HOMO**: -10.23 eV
**Molar mass**: 468.39 g/mol
**ΔE to the lowest compared entry with this formula, charge and spin**: 52.2 kcal per mole
**Multiplicity**: 1
**DFT total energy**: -1987.47885 Eh